Molecular formula: C24H34FN4OPtS2
Method: DFT, wB97M-V/def2-TZVPD

Each line ends with the Löwdin charge.
Atoms and positions in Å:
Pt  -1.56  -1.78  0.42  1.068
C  1.96  -0.61  3.15  -0.056
C  1.58  0.37  2.04  -0.371
C  2.17  1.75  2.31  -0.048
C  2.00  -0.20  0.70  -0.141
C  3.36  -0.37  0.43  -0.026
C  3.78  -0.97  -0.74  -0.047
C  2.85  -1.40  -1.67  -0.022
C  1.49  -1.22  -1.47  -0.133
C  0.50  -1.72  -2.50  -0.384
C  0.90  -1.39  -3.93  -0.057
C  0.30  -3.23  -2.34  -0.055
C  1.07  -0.60  -0.27  -0.185
N  -0.31  -0.38  -0.04  -0.113
C  -0.93  0.86  -0.24  -0.408
C  -0.19  1.99  -0.98  -0.148
C  -0.26  1.89  -2.45  -0.034
C  -1.45  1.63  -2.96  -0.073
C  -2.60  1.56  -2.00  -0.365
C  -2.35  0.73  -0.80  -0.289
F  -2.53  -0.74  -1.11  -0.155
H  1.56  -0.28  4.12  0.088
H  3.05  -0.69  3.25  0.086
H  1.59  -1.62  2.94  0.049
H  0.49  0.48  2.03  0.106
H  3.25  1.70  2.45  0.081
H  1.73  2.18  3.21  0.089
H  1.97  2.43  1.48  0.065
H  4.09  -0.05  1.16  0.116
H  4.84  -1.11  -0.93  0.112
H  3.19  -1.88  -2.58  0.114
H  -0.46  -1.23  -2.31  0.097
H  1.81  -1.91  -4.24  0.076
H  1.07  -0.32  -4.06  0.073
H  0.11  -1.69  -4.62  0.086
H  1.22  -3.76  -2.57  0.089
H  -0.48  -3.59  -3.02  0.087
H  0.00  -3.49  -1.32  0.040
H  0.81  2.08  -0.56  0.150
H  0.63  2.05  -3.06  0.122
H  -1.65  1.56  -4.02  0.122
H  -3.59  1.45  -2.43  0.126
C  -1.22  -2.49  3.74  -0.173
S  -1.17  -3.07  2.07  0.652
C  -0.01  -4.40  2.09  -0.170
O  -2.52  -3.58  1.67  -0.479
H  -1.58  -3.31  4.36  0.089
H  -1.91  -1.65  3.75  0.081
H  -0.22  -2.17  4.03  0.054
H  0.92  -4.04  2.53  0.076
H  0.14  -4.71  1.06  0.070
H  -0.44  -5.21  2.68  0.089
C  -0.10  5.20  -0.73  -0.091
C  -0.62  4.26  0.35  -0.232
C  -1.15  2.95  -0.18  -0.553
N  -1.26  1.83  0.87  0.007
N  -2.56  1.52  1.36  0.138
C  -3.21  0.92  0.42  -0.425
N  -4.52  0.58  0.44  0.183
S  -2.66  3.26  -1.18  1.084
H  0.33  6.10  -0.28  0.080
H  -0.89  5.51  -1.41  0.062
H  0.69  4.72  -1.32  0.078
H  -1.39  4.74  0.96  0.118
H  0.19  4.00  1.04  0.105
H  -4.81  -0.23  -0.09  0.107
H  -5.02  0.75  1.30  0.117

Values from the calculation:
E_HOMO: -11.11 eV
charge: +1
energy relative to the best compared isomer or geometry (same formula, charge and spin): 286.4 kJ/mol

***

Molecular formula: C24H34N3ReS5
Method: DFT, wB97M-V/def2-TZVPD

Each line ends with the Löwdin charge.
Atoms and positions in Å:
Re  0.61  1.13  0.56  0.603
C  1.16  2.73  3.50  -0.442
C  2.06  3.58  2.62  -0.424
S  1.38  3.53  0.93  0.821
C  2.79  3.80  -0.18  -0.436
C  2.31  3.46  -1.59  -0.447
S  1.54  1.82  -1.82  0.878
C  2.96  0.70  -2.02  -0.457
C  3.83  0.50  -0.79  -0.427
S  2.78  -0.13  0.56  0.894
C  3.57  0.43  2.09  -0.434
C  2.57  0.24  3.21  -0.429
S  0.92  1.01  2.94  0.830
H  0.14  3.14  3.54  0.093
H  1.53  2.67  4.52  0.112
H  3.09  3.24  2.63  0.083
H  2.03  4.61  2.97  0.113
H  3.64  3.20  0.14  0.069
H  3.06  4.85  -0.13  0.114
H  3.14  3.53  -2.30  0.112
H  1.55  4.17  -1.92  0.097
H  3.56  1.08  -2.85  0.110
H  2.52  -0.24  -2.35  0.093
H  4.32  1.42  -0.47  0.079
H  4.59  -0.25  -0.99  0.110
H  3.90  1.47  1.98  0.070
H  4.45  -0.19  2.27  0.115
H  2.94  0.63  4.16  0.112
H  2.35  -0.82  3.36  0.090
C  -4.00  -0.89  0.92  -0.010
N  -2.96  0.14  1.03  0.015
C  -2.85  1.30  0.41  -0.678
S  -1.42  2.32  0.68  0.654
N  -3.76  1.85  -0.37  0.007
C  -5.14  1.44  -0.66  -0.006
H  -3.59  -1.80  1.34  0.104
H  -4.24  -1.07  -0.12  0.083
H  -4.89  -0.62  1.48  0.101
H  -2.19  -0.07  1.65  0.114
H  -3.46  2.71  -0.81  0.129
H  -5.64  1.11  0.24  0.095
H  -5.16  0.66  -1.42  0.088
H  -5.66  2.31  -1.03  0.109
N  -0.09  -0.45  -0.10  -0.156
C  -0.46  -1.56  -0.64  -0.243
C  0.19  -2.81  -0.21  -0.189
C  0.47  -3.83  -1.13  -0.015
C  1.12  -4.98  -0.71  -0.027
C  1.46  -5.14  0.63  -0.022
C  1.17  -4.13  1.55  -0.047
C  0.56  -2.97  1.13  -0.048
C  -1.52  -1.56  -1.67  -0.177
C  -2.31  -2.70  -1.87  -0.016
C  -3.34  -2.67  -2.79  -0.031
C  -3.59  -1.52  -3.52  -0.029
C  -2.81  -0.38  -3.33  -0.054
C  -1.79  -0.40  -2.40  -0.036
H  0.21  -3.70  -2.17  0.128
H  1.35  -5.76  -1.43  0.126
H  1.95  -6.04  0.95  0.126
H  1.42  -4.28  2.59  0.118
H  0.31  -2.20  1.85  0.098
H  -2.13  -3.59  -1.28  0.127
H  -3.95  -3.55  -2.94  0.127
H  -4.38  -1.51  -4.26  0.126
H  -2.99  0.50  -3.92  0.120
H  -1.17  0.48  -2.26  0.081

Values from the calculation:
2S+1: 4
E_HOMO (spin up / spin down): -16.10 / -16.76 eV
charge: +3
<S²>: 3.785
energy relative to the best compared isomer or geometry (same formula, charge and spin): 0.0 kJ/mol

***

Molecular formula: C24H34N4O2
Method: DFT, wB97M-V/def2-TZVPD

Each line ends with the Löwdin charge.
Atoms and positions in Å:
C  5.03  3.43  3.04  -0.048
C  3.83  4.07  2.34  -0.378
C  4.27  5.20  1.41  -0.049
N  3.09  3.07  1.61  -0.149
C  3.50  2.31  0.58  -0.012
C  2.44  1.51  0.22  -0.212
C  2.38  0.48  -0.86  -0.156
N  3.31  -0.62  -0.60  -0.163
C  3.35  -1.60  -1.68  -0.183
C  2.09  -2.47  -1.76  -0.116
C  1.84  -3.17  -0.43  -0.308
O  0.67  -3.99  -0.45  -0.032
C  -0.53  -3.32  -0.58  -0.279
C  -1.23  -2.92  0.56  -0.002
C  -2.42  -2.23  0.43  -0.013
C  -2.93  -1.93  -0.83  -0.166
C  -4.22  -1.17  -0.95  -0.429
O  -5.30  -1.74  -1.00  0.074
N  -4.10  0.17  -1.02  -0.047
C  -2.87  0.91  -0.91  -0.148
C  -2.86  1.75  0.37  -0.175
C  -4.07  2.67  0.38  -0.205
C  -5.35  1.85  0.23  -0.172
C  -5.28  1.01  -1.04  -0.141
C  -2.27  -2.39  -1.96  -0.010
C  -1.08  -3.08  -1.84  0.000
C  1.83  -2.15  0.71  -0.111
C  3.10  -1.29  0.66  -0.174
C  1.42  1.87  1.11  -0.112
N  1.83  2.81  1.94  0.086
H  5.73  3.03  2.32  0.075
H  4.70  2.62  3.69  0.082
H  5.54  4.17  3.65  0.078
H  3.13  4.46  3.09  0.141
H  4.76  5.99  1.98  0.078
H  4.97  4.83  0.66  0.074
H  3.40  5.62  0.90  0.083
H  4.49  2.37  0.17  0.131
H  2.69  0.93  -1.81  0.128
H  1.34  0.15  -0.97  0.114
H  4.22  -2.24  -1.50  0.122
H  3.50  -1.07  -2.62  0.119
H  2.20  -3.21  -2.56  0.123
H  1.23  -1.84  -2.01  0.102
H  2.64  -3.90  -0.25  0.159
H  -0.83  -3.15  1.53  0.121
H  -2.96  -1.91  1.31  0.123
H  -2.02  0.21  -0.93  0.113
H  -2.78  1.57  -1.78  0.132
H  -1.94  2.33  0.42  0.102
H  -2.89  1.08  1.23  0.115
H  -4.10  3.24  1.32  0.109
H  -4.00  3.38  -0.44  0.113
H  -6.22  2.51  0.19  0.111
H  -5.47  1.19  1.09  0.119
H  -6.15  0.35  -1.13  0.120
H  -5.24  1.66  -1.92  0.130
H  -2.69  -2.20  -2.94  0.124
H  -0.56  -3.45  -2.71  0.121
H  1.76  -2.66  1.67  0.125
H  0.95  -1.50  0.61  0.104
H  3.97  -1.93  0.84  0.124
H  3.06  -0.54  1.45  0.115
H  0.42  1.48  1.18  0.097

Values from the calculation:
E_HOMO: -8.53 eV
charge: 0
SMILES: CC(C)n1cc(CN2CCC(Oc3ccc(C(=O)N4CCCCC4)cc3)CC2)cn1
energy relative to the best compared isomer or geometry (same formula, charge and spin): 233.4 kJ/mol

***

Molecular formula: C24H34N6O3Sc
Method: DFT, wB97M-V/def2-TZVPD

Each line ends with the Löwdin charge.
Atoms and positions in Å:
Sc  0.18  -0.21  -0.52  1.125
C  -1.24  2.60  -0.24  -0.151
C  -1.66  1.81  1.00  -0.160
N  -0.70  0.74  1.40  -0.122
C  0.10  1.07  2.59  -0.172
C  1.08  2.18  2.30  -0.210
N  1.98  1.79  1.21  -0.062
C  2.51  2.98  0.53  -0.222
C  3.52  2.64  -0.56  -0.160
C  3.27  1.34  -1.29  -0.199
N  1.88  1.12  -1.74  -0.122
C  1.33  2.14  -2.64  -0.184
C  0.08  1.54  -3.25  -0.165
N  -0.81  1.00  -2.20  -0.122
C  -1.70  2.03  -1.59  -0.161
H  -0.16  2.74  -0.25  0.075
H  -1.67  3.60  -0.16  0.130
H  -2.63  1.35  0.83  0.125
H  -1.78  2.50  1.84  0.127
H  -1.27  -0.06  1.69  0.087
H  0.64  0.16  2.87  0.128
H  -0.55  1.35  3.42  0.133
H  1.62  2.44  3.22  0.134
H  0.54  3.08  2.00  0.117
H  2.74  1.25  1.59  0.130
H  2.97  3.68  1.24  0.128
H  1.66  3.51  0.10  0.096
H  4.53  2.58  -0.14  0.121
H  3.55  3.48  -1.26  0.117
H  3.51  0.49  -0.64  0.113
H  3.95  1.29  -2.14  0.130
H  1.94  0.26  -2.28  0.087
H  2.03  2.42  -3.44  0.138
H  1.10  3.05  -2.08  0.114
H  0.38  0.70  -3.89  0.136
H  -0.44  2.27  -3.88  0.129
H  -1.43  0.32  -2.64  0.123
H  -2.69  1.58  -1.46  0.119
H  -1.81  2.85  -2.30  0.125
O  -3.41  -2.88  2.71  0.072
C  -4.17  -2.25  1.80  -0.262
C  -5.54  -2.21  2.03  -0.001
C  -6.38  -1.58  1.14  -0.063
C  -5.88  -0.97  -0.01  -0.082
C  -4.52  -1.00  -0.24  -0.035
C  -3.64  -1.63  0.65  -0.085
C  -2.20  -1.60  0.37  -0.424
O  -1.77  -0.89  -0.63  -0.144
N  -1.38  -2.23  1.18  0.050
N  -0.06  -2.05  0.74  -0.054
C  0.73  -3.03  0.96  -0.026
C  2.04  -3.14  0.37  -0.142
C  2.92  -4.13  0.83  -0.031
C  4.13  -4.35  0.21  -0.078
C  4.46  -3.59  -0.92  -0.061
C  3.60  -2.63  -1.41  -0.011
C  2.38  -2.37  -0.77  -0.314
O  1.57  -1.43  -1.24  -0.195
H  -2.48  -2.87  2.40  0.066
H  -5.92  -2.70  2.92  0.124
H  -7.45  -1.57  1.33  0.111
H  -6.54  -0.49  -0.71  0.104
H  -4.10  -0.54  -1.13  0.106
H  0.37  -3.86  1.56  0.146
H  2.63  -4.73  1.68  0.119
H  4.81  -5.10  0.58  0.108
H  5.40  -3.77  -1.42  0.112
H  3.85  -2.06  -2.29  0.117

Values from the calculation:
E_HOMO: -10.53 eV
charge: +1
energy relative to the best compared isomer or geometry (same formula, charge and spin): 41.8 kJ/mol

***

Number 1: F_max 1.588 eV/Å. Number 2: F_max 1.347 eV/Å. Number 3: F_max 0.876 eV/Å. Number 4: F_max 0.639 eV/Å.